Entry P
Molecular formula: H34O17
Method: DFT, ωB97M-V with the def2-TZVPD basis set

Bonds (Å) are listed after each position.
Element x y z (Å)
1 O -3.000 -0.676 -2.852  H2 0.948, H3 0.946
2 H -3.396 -1.488 -2.565  O1 0.948
3 H -2.954 0.052 -2.250  O1 0.946
4 O -0.506 1.382 -1.163  H5 0.968, H6 0.960
5 H 0.115 0.900 -1.728  O4 0.968
6 H 0.192 1.674 -0.572  O4 0.960
7 O 2.991 0.053 -3.885  H8 0.970, H9 0.961
8 H 3.944 -0.091 -3.774  O7 0.970
9 H 3.015 0.536 -4.715  O7 0.961
10 O -0.759 -1.996 -4.077  H11 0.964, H12 0.966
11 H -1.503 -2.102 -4.679  O10 0.964
12 H -0.934 -1.110 -3.735  O10 0.966
13 O 1.712 1.474 0.547  H14 0.972, H15 0.977
14 H 2.133 1.239 1.392  O13 0.972
15 H 0.868 0.987 0.606  O13 0.977
16 O -1.953 1.015 1.499  H17 0.961, H18 0.960
17 H -2.610 0.747 0.850  O16 0.961
18 H -1.705 1.909 1.251  O16 0.960
19 O 0.028 3.709 3.061  H20 0.973, H21 0.974
20 H 0.946 3.426 3.215  O19 0.973
21 H -0.329 3.007 3.633  O19 0.974
22 O 1.188 -1.460 0.200  H23 0.968, H24 0.970
23 H 1.564 -1.357 -0.687  O22 0.968
24 H 0.644 -2.220 -0.058  O22 0.970
25 O -0.040 -2.505 2.684  H26 0.969, H27 0.961
26 H -0.768 -3.015 3.071  O25 0.969
27 H 0.354 -3.154 2.095  O25 0.961
28 O -4.049 -2.191 2.511  H29 0.960, H30 0.961
29 H -4.798 -2.750 2.726  O28 0.960
30 H -4.430 -1.482 1.986  O28 0.961
31 O 3.204 2.484 -1.617  H32 0.974, H33 0.995
32 H 2.830 2.151 -2.453  O31 0.974
33 H 2.431 2.654 -1.014  O31 0.995
34 O -5.070 1.542 -0.134  H35 0.973, H36 0.976
35 H -5.188 2.085 -0.932  O34 0.973
36 H -5.318 2.299 0.430  O34 0.976
37 O 2.741 -4.386 0.518  H38 0.966, H39 0.965
38 H 3.148 -4.324 1.392  O37 0.966
39 H 3.325 -3.896 -0.073  O37 0.965
40 O 1.745 -0.334 3.242  H41 0.992, H42 0.976
41 H 1.220 -1.128 2.962  O40 0.992
42 H 0.984 0.084 3.687  O40 0.976
43 O -0.321 1.812 -4.955  H44 0.966, H45 0.966
44 H -0.377 2.392 -5.726  O43 0.966
45 H -0.265 0.925 -5.335  O43 0.966
46 O 4.583 -0.047 -0.124  H47 0.981, H48 0.976
47 H 3.843 -0.404 0.413  O46 0.981
48 H 4.234 0.845 -0.316  O46 0.976
49 O -2.076 0.200 4.830  H50 0.971, H51 0.963
50 H -2.024 0.390 3.879  O49 0.971
51 H -2.911 -0.279 4.870  O49 0.963

Summary:
Spin multiplicity = 2
HOMO (spin up / spin down) = -13.30 / -13.30 eV
Net charge = +1



Entry Q
Molecular formula: H34O17
Method: DFT, ωB97M-V with the def2-TZVPD basis set

Bonds (Å) are listed after each position.
Element x y z (Å)
1 O -0.137 -3.403 1.295  H2 0.960, H3 0.958
2 H -0.090 -3.667 2.217  O1 0.960
3 H 0.717 -3.296 0.873  O1 0.958
4 O -3.099 -2.566 -2.434  H5 0.964, H6 0.952
5 H -3.233 -2.384 -3.372  O4 0.964
6 H -2.213 -2.710 -2.118  O4 0.952
7 O 4.353 0.462 0.480  H8 0.982, H9 0.970
8 H 3.946 1.335 0.669  O7 0.982
9 H 5.076 0.886 -0.008  O7 0.970
10 O 4.348 3.441 0.758  H11 0.952, H12 0.972
11 H 3.785 3.390 1.523  O10 0.952
12 H 3.728 3.564 0.020  O10 0.972
13 O 1.689 3.991 -0.003  H14 0.945, H15 0.960
14 H 1.062 3.559 -0.563  O13 0.945
15 H 1.492 3.837 0.923  O13 0.960
16 O 0.513 -1.757 -1.254  H17 1.011, H18 0.973
17 H 1.073 -0.921 -1.164  O16 1.011
18 H 0.486 -1.910 -0.294  O16 0.973
19 O -2.187 -0.008 1.387  H20 0.976, H21 0.976
20 H -3.116 0.257 1.528  O19 0.976
21 H -1.956 0.082 0.444  O19 0.976
22 O -4.197 -3.125 2.072  H23 0.970, H24 0.973
23 H -4.630 -2.259 2.010  O22 0.970
24 H -3.233 -3.034 2.172  O22 0.973
25 O -4.773 1.224 2.000  H26 0.960, H27 0.968
26 H -4.987 1.578 2.866  O25 0.960
27 H -5.414 1.553 1.353  O25 0.968
28 O 2.791 1.108 3.965  H29 0.968, H30 0.968
29 H 2.482 0.547 3.241  O28 0.968
30 H 2.190 0.861 4.682  O28 0.968
31 O -5.365 -1.226 0.311  H32 0.972, H33 0.980
32 H -4.893 -0.552 -0.205  O31 0.972
33 H -5.250 -1.951 -0.337  O31 0.980
34 O 1.356 2.915 -2.929  H35 0.976, H36 0.969
35 H 0.585 2.367 -3.171  O34 0.976
36 H 1.542 3.131 -3.856  O34 0.969
37 O -2.452 3.174 1.345  H38 0.952, H39 0.968
38 H -3.402 3.127 1.378  O37 0.952
39 H -2.260 2.366 1.843  O37 0.968
40 O 3.240 -4.873 -1.236  H41 0.964, H42 0.948
41 H 4.124 -4.551 -1.026  O40 0.964
42 H 2.708 -4.466 -0.564  O40 0.948
43 O 1.435 -1.559 -4.330  H44 0.965, H45 0.972
44 H 1.857 -0.725 -4.089  O43 0.965
45 H 2.189 -2.165 -4.424  O43 0.972
46 O 2.222 0.201 -1.490  H47 0.968, H48 0.983
47 H 2.147 1.164 -1.555  O46 0.968
48 H 3.047 0.191 -0.956  O46 0.983
49 O 0.043 1.224 0.035  H50 0.957, H51 0.951
50 H 0.497 0.815 0.771  O49 0.957
51 H 0.163 0.758 -0.785  O49 0.951

Summary:
Spin multiplicity = 2
HOMO (spin up / spin down) = -13.29 / -13.21 eV
Net charge = +1



Best to worst by energy: entry P, entry Q.